A molecular structure, C18H12AgF3N4S, computed with the ωB97M-V functional and the def2-TZVPD basis.

The geometry in XYZ format:
```
39
Properties=species:S:1:pos:R:3:nbo_charge:R:1
Ag 1.37 -1.77 -3.82 0.751
F -4.54 0.61 -5.18 -0.335
C -3.21 0.42 -5.23 0.983
F -2.65 1.56 -4.80 -0.318
F -2.90 0.28 -6.53 -0.316
C -2.79 -0.77 -4.41 -0.234
C -3.75 -1.48 -3.71 -0.121
C -3.39 -2.58 -2.95 -0.309
C -2.05 -2.91 -2.91 0.064
N -1.11 -2.24 -3.57 -0.553
C -1.44 -1.18 -4.33 0.097
S -0.15 -0.38 -5.19 -0.389
H -4.79 -1.17 -3.77 0.234
H -4.12 -3.16 -2.40 0.222
H -1.71 -3.76 -2.33 0.188
N 2.06 1.77 2.55 -0.545
C 1.74 1.98 3.87 0.172
C 1.97 3.04 4.74 -0.262
C 1.49 2.89 6.03 -0.200
C 0.79 1.74 6.43 -0.225
C 0.56 0.70 5.56 -0.188
C 1.04 0.83 4.26 0.061
N 0.95 -0.06 3.19 -0.432
C 1.56 0.54 2.21 0.354
C 1.70 -0.05 0.87 -0.029
C 2.40 0.57 -0.16 -0.234
C 2.46 -0.04 -1.40 0.058
N 1.88 -1.21 -1.65 -0.517
C 1.21 -1.81 -0.66 0.052
C 1.10 -1.28 0.61 -0.208
H 2.56 2.40 1.95 0.418
H 2.51 3.92 4.44 0.218
H 1.65 3.69 6.74 0.217
H 0.43 1.68 7.45 0.217
H 0.02 -0.19 5.86 0.227
H 2.89 1.53 -0.04 0.213
H 2.98 0.43 -2.22 0.210
H 0.74 -2.76 -0.90 0.207
H 0.55 -1.78 1.39 0.254
```

Kohn-Sham gap, eV: 6.9
E_HOMO, eV: -7.47